[1]
Entry from OMol25: a molecular structure, C51H43Br2N7OP2Pt (the ωB97M-V functional and the def2-TZVPD basis).

Each line ends with the Mulliken charge.
Cartesian coordinates (Å):
Pt -0.667 0.805 1.110  1.62
C 0.002 3.345 3.171  -0.97
P 0.495 2.977 1.441  1.25
C -0.242 4.296 0.444  0.43
C -1.388 4.031 -0.300  0.31
C -2.028 5.046 -0.996  -0.90
C -1.522 6.336 -0.952  -0.76
C -0.381 6.613 -0.208  -0.87
C 0.255 5.601 0.490  -0.70
C 2.287 3.276 1.442  0.80
C 3.058 2.861 2.530  -0.92
C 4.435 3.029 2.524  -0.86
C 5.061 3.609 1.430  -0.71
C 4.302 4.028 0.346  -1.12
C 2.925 3.864 0.353  -0.58
C -1.232 2.580 3.467  0.31
C -2.202 2.719 4.408  -1.25
C -3.027 1.503 4.385  -1.05
C -2.514 0.698 3.444  0.11
C -2.793 -0.706 3.045  -0.80
P -2.298 -0.816 1.289  -0.07
C -3.795 -0.382 0.386  0.98
C -4.082 0.972 0.205  -0.60
C -5.293 1.360 -0.347  -0.68
C -6.226 0.401 -0.714  -0.76
C -5.960 -0.945 -0.505  -0.78
C -4.754 -1.340 0.054  -0.73
C -1.794 -2.502 0.920  1.54
C -1.013 -3.174 1.863  -0.94
C -0.600 -4.474 1.622  -1.07
C -0.969 -5.113 0.446  -0.73
C -1.725 -4.440 -0.505  -1.34
C -2.123 -3.130 -0.282  -0.60
N -1.398 1.352 2.833  1.32
H -0.116 4.421 3.298  0.63
H 0.797 3.014 3.838  0.59
H -1.774 3.018 -0.336  -0.23
H -2.918 4.831 -1.573  0.49
H -2.017 7.130 -1.496  0.42
H 0.009 7.621 -0.170  0.46
H 1.137 5.830 1.077  0.50
H 2.603 2.384 3.388  0.08
H 5.016 2.712 3.381  0.54
H 6.133 3.750 1.428  0.49
H 4.781 4.499 -0.503  0.47
H 2.344 4.217 -0.489  0.80
H -2.316 3.551 5.084  0.56
H -3.867 1.286 5.024  0.55
H -3.850 -0.959 3.128  0.50
H -2.218 -1.413 3.646  0.65
H -3.368 1.725 0.519  0.34
H -5.512 2.412 -0.480  0.49
H -7.170 0.702 -1.149  0.42
H -6.696 -1.692 -0.769  0.47
H -4.575 -2.391 0.238  0.54
H -0.711 -2.686 2.782  0.28
H -0.001 -4.992 2.359  0.48
H -0.668 -6.136 0.265  0.49
H -2.014 -4.942 -1.418  0.73
H -2.697 -2.609 -1.039  0.58
C 1.624 1.932 -2.062  -1.18
C 2.578 1.129 -1.230  0.88
C 3.868 0.882 -1.741  -1.84
C 4.810 0.294 -0.947  -1.43
C 4.463 -0.071 0.367  0.98
C 5.391 -0.635 1.306  0.37
Br 7.179 -0.876 0.827  0.00
C 5.005 -1.002 2.582  -0.52
C 3.697 -0.836 2.986  0.10
Br 3.184 -1.322 4.710  0.04
C 2.681 -0.269 2.121  -0.62
O 1.521 -0.122 2.516  -0.24
C 3.133 0.132 0.758  -0.06
N 2.212 0.710 -0.030  1.72
H 2.082 2.890 -2.312  0.52
H 0.690 2.122 -1.543  -0.31
H 1.411 1.434 -3.011  0.50
H 4.113 1.205 -2.745  0.68
H 5.815 0.125 -1.309  0.45
H 5.732 -1.422 3.264  0.52
C 1.035 -1.890 -0.624  -1.20
C 0.143 -0.952 -1.353  1.45
N -0.604 0.020 -0.848  0.34
C -1.376 0.528 -1.880  -0.15
C -1.074 -0.131 -3.019  -1.41
N -0.104 -1.050 -2.678  0.64
C 0.526 -1.964 -3.622  -1.58
N -0.275 -3.123 -3.868  0.79
N -1.462 -2.972 -4.512  -0.52
N -2.053 -4.096 -4.580  -0.67
C -1.257 -5.049 -3.973  0.38
C -1.467 -6.419 -3.786  -0.61
C -0.489 -7.114 -3.113  -0.54
C 0.678 -6.474 -2.643  -0.74
C 0.900 -5.127 -2.825  -0.81
C -0.104 -4.427 -3.498  1.39
H 1.008 -1.666 0.439  -0.54
H 2.067 -1.814 -0.973  0.64
H 0.689 -2.917 -0.768  -0.34
H -2.085 1.321 -1.723  0.53
H -1.456 -0.052 -4.022  0.62
H 1.493 -2.277 -3.237  0.49
H 0.676 -1.419 -4.552  0.34
H -2.358 -6.900 -4.165  0.45
H -0.602 -8.177 -2.950  0.42
H 1.427 -7.067 -2.134  0.43
H 1.809 -4.656 -2.472  0.41

Output
spin multiplicity = 1
charge = +2
E = -8377.355864 hartree
maximum force = 2.668 eV/Å

[2]
Entry from OMol25: a molecular structure, C51H44N2O2P2SiTl (the ωB97M-V functional and the def2-TZVPD basis).

Each line ends with the Mulliken charge.
Cartesian coordinates (Å):
Tl 1.307 0.275 0.720  1.93
C 0.925 3.145 3.086  -1.37
Si -0.083 1.831 2.210  0.40
C -1.116 0.905 3.515  1.05
C -1.470 1.594 4.687  -0.69
C -2.255 1.000 5.666  -0.84
C -2.686 -0.312 5.496  -0.85
C -2.319 -1.016 4.358  -0.12
C -1.542 -0.430 3.355  -0.92
P -0.890 -1.237 1.738  1.81
C -2.382 -2.305 1.508  0.10
C -2.492 -3.667 1.769  -0.29
C -3.696 -4.339 1.559  -0.63
C -4.811 -3.660 1.092  -0.63
C -4.719 -2.294 0.842  -0.67
C -3.519 -1.633 1.046  -0.10
C 0.332 -2.341 2.630  0.69
C 0.812 -3.508 2.015  -0.97
C 1.737 -4.331 2.640  -0.84
C 2.243 -3.998 3.893  -0.72
C 1.809 -2.834 4.502  -0.83
C 0.859 -2.024 3.884  -0.51
C -1.298 2.845 1.140  0.18
C -2.153 3.688 1.871  -0.57
C -2.919 4.666 1.263  -0.87
C -2.845 4.844 -0.115  -0.81
C -2.036 4.010 -0.865  -0.21
C -1.284 2.994 -0.259  0.05
P -0.313 1.849 -1.318  1.84
C -1.521 1.116 -2.474  0.55
C -2.901 1.297 -2.440  -0.81
C -3.712 0.676 -3.384  -0.69
C -3.155 -0.121 -4.375  -0.75
C -1.784 -0.334 -4.397  -0.61
C -0.979 0.259 -3.438  -0.40
C 0.574 3.064 -2.388  0.26
C 0.458 3.157 -3.771  -0.24
C 1.234 4.067 -4.486  -0.66
C 2.132 4.893 -3.829  -0.56
C 2.262 4.804 -2.446  -0.58
C 1.496 3.893 -1.735  -0.61
H 0.336 3.717 3.815  0.35
H 1.323 3.849 2.347  0.34
H 1.772 2.679 3.601  0.38
H -1.127 2.612 4.845  0.23
H -2.524 1.554 6.558  0.40
H -3.295 -0.787 6.259  0.38
H -2.642 -2.048 4.246  0.41
H -1.640 -4.220 2.145  0.33
H -3.756 -5.402 1.766  0.40
H -5.742 -4.188 0.920  0.35
H -5.582 -1.747 0.479  0.41
H -3.449 -0.567 0.839  0.31
H 0.466 -3.764 1.021  0.57
H 2.078 -5.227 2.134  0.45
H 2.976 -4.631 4.378  0.37
H 2.206 -2.544 5.468  0.42
H 0.555 -1.115 4.387  0.26
H -2.210 3.573 2.951  0.29
H -3.565 5.300 1.861  0.41
H -3.416 5.627 -0.600  0.39
H -1.987 4.139 -1.941  0.45
H -3.352 1.911 -1.671  0.41
H -4.786 0.815 -3.340  0.42
H -3.791 -0.596 -5.112  0.35
H -1.341 -0.997 -5.133  0.42
H 0.083 0.029 -3.418  -0.04
H -0.247 2.525 -4.299  0.36
H 1.135 4.125 -5.564  0.42
H 2.732 5.602 -4.387  0.36
H 2.965 5.442 -1.922  0.43
H 1.618 3.811 -0.657  0.32
O 5.444 1.299 1.846  -0.81
C 4.388 0.917 1.341  -0.02
O 3.338 0.486 1.916  -0.52
C 4.334 0.950 -0.187  0.48
C 5.508 1.046 -0.923  -0.52
C 5.437 1.018 -2.305  -0.66
C 4.196 0.910 -2.920  -1.03
C 3.076 0.836 -2.118  0.32
N 3.149 0.857 -0.784  0.61
H 6.438 1.133 -0.380  0.58
H 6.340 1.070 -2.903  0.42
H 4.094 0.880 -3.997  0.53
H 2.086 0.741 -2.546  -0.07
C -1.613 -2.651 -1.707  -1.33
C -0.153 -2.846 -2.031  0.97
C 0.204 -3.564 -3.164  -0.33
C 1.533 -3.808 -3.498  -1.18
C 2.509 -3.369 -2.616  -0.80
C 2.206 -2.672 -1.449  1.47
C 3.354 -2.442 -0.489  -2.07
C 0.846 -2.299 -1.159  -0.17
N 0.415 -1.528 -0.105  -0.33
H -2.227 -2.738 -2.606  0.53
H -1.779 -1.673 -1.250  -0.34
H -1.969 -3.397 -0.989  0.38
H -0.591 -3.936 -3.807  0.41
H 1.794 -4.357 -4.395  0.35
H 3.552 -3.611 -2.812  0.42
H 3.751 -3.403 -0.147  0.49
H 3.067 -1.906 0.405  -0.04
H 4.179 -1.905 -0.966  0.44

Output
spin multiplicity = 1
charge = -1
relative energy (zero: lowest compared OMol25 entry of this formula, charge and spin) = 21.5 kcal per mole
maximum force = 1.603 eV/Å

[3]
Entry from OMol25: a molecular structure, C51H44N2O3P2Ta (the ωB97M-V functional and the def2-TZVPD basis).

Each line ends with the Mulliken charge.
Cartesian coordinates (Å):
Ta 0.241 0.990 0.150  3.13
C 2.490 -0.342 3.564  -1.07
C 1.691 -0.561 2.339  0.86
O 1.434 0.509 1.630  -0.11
C 1.340 -1.824 1.864  -1.19
C 0.734 -2.006 0.635  0.73
C 0.913 -3.251 -0.146  -1.42
N -0.104 -1.057 0.066  -0.28
N -1.036 -0.535 1.040  -0.28
C -2.028 0.140 0.377  0.50
O -1.570 0.923 -0.592  -0.85
C -3.390 0.147 0.773  0.20
C -3.821 -0.695 1.814  -0.33
C -5.151 -0.711 2.166  -1.04
C -6.056 0.092 1.472  -0.41
C -5.640 0.915 0.426  -0.94
C -4.309 0.953 0.076  -0.06
H 3.388 0.228 3.317  0.29
H 2.760 -1.274 4.052  0.50
H 1.896 0.268 4.251  0.02
H 1.771 -2.683 2.360  0.54
H 0.160 -3.961 0.220  0.39
H 1.895 -3.695 0.001  0.48
H 0.709 -3.089 -1.202  0.23
H -3.104 -1.332 2.317  0.50
H -5.501 -1.353 2.963  0.49
H -7.103 0.065 1.743  0.48
H -6.363 1.516 -0.108  0.51
H -3.964 1.579 -0.735  0.57
C 4.406 5.794 0.119  -1.67
C 3.117 5.432 -0.642  1.31
C 2.770 6.529 -1.668  -1.67
C 1.988 5.292 0.348  1.24
C 1.676 6.414 1.127  -0.50
C 0.678 6.421 2.075  -1.66
C -0.031 5.255 2.287  -0.39
C 0.257 4.110 1.552  -0.10
P -0.705 2.648 1.932  1.55
C -2.422 3.192 1.817  0.89
C -2.800 3.897 0.672  -0.72
C -4.081 4.409 0.568  -0.72
C -4.992 4.211 1.601  -0.70
C -4.622 3.501 2.732  -0.79
C -3.335 2.990 2.849  -0.34
C -0.350 2.104 3.612  0.73
C -0.951 0.931 4.072  -0.10
C -0.718 0.494 5.367  -0.63
C 0.124 1.217 6.204  -0.90
C 0.741 2.372 5.740  -0.87
C 0.510 2.818 4.446  -1.02
C 1.245 4.148 0.565  -0.59
O 1.435 2.946 -0.251  -0.37
C 2.529 3.003 -1.215  -0.55
C 2.756 1.863 -1.988  -0.13
C 3.807 1.826 -2.895  -0.83
C 4.622 2.931 -3.053  -1.63
C 4.354 4.055 -2.307  -0.40
C 3.310 4.129 -1.373  1.28
P 1.667 0.456 -1.908  1.54
C 2.680 -1.022 -1.972  0.77
C 3.558 -1.248 -0.907  -0.29
C 4.389 -2.354 -0.930  -0.87
C 4.343 -3.234 -2.008  -0.65
C 3.473 -3.006 -3.064  -0.70
C 2.638 -1.896 -3.054  -0.56
C 0.508 0.539 -3.277  0.47
C 0.565 1.584 -4.200  -0.75
C -0.362 1.636 -5.230  -0.80
C -1.339 0.658 -5.338  -0.70
C -1.403 -0.380 -4.414  -0.83
C -0.490 -0.438 -3.377  -0.17
H 4.290 6.736 0.652  0.43
H 5.242 5.919 -0.567  0.42
H 4.667 5.020 0.842  0.36
H 2.635 7.491 -1.177  0.42
H 1.854 6.286 -2.208  0.37
H 3.575 6.646 -2.393  0.43
H 2.245 7.319 0.964  0.49
H 0.459 7.316 2.640  0.47
H -0.823 5.220 3.026  0.64
H -2.090 4.077 -0.129  0.40
H -4.367 4.974 -0.309  0.49
H -5.989 4.625 1.525  0.47
H -5.327 3.360 3.540  0.53
H -3.048 2.466 3.751  0.47
H -1.607 0.358 3.426  0.11
H -1.198 -0.406 5.729  0.49
H 0.298 0.880 7.217  0.44
H 1.398 2.935 6.389  0.47
H 0.998 3.721 4.105  0.41
H 3.976 0.925 -3.473  0.58
H 5.446 2.920 -3.754  0.46
H 4.977 4.928 -2.440  0.50
H 3.614 -0.548 -0.079  0.51
H 5.084 -2.526 -0.119  0.48
H 5.000 -4.094 -2.029  0.46
H 3.452 -3.686 -3.906  0.50
H 1.973 -1.713 -3.888  0.48
H 1.336 2.342 -4.133  0.41
H -0.312 2.436 -5.956  0.47
H -2.054 0.699 -6.149  0.44
H -2.163 -1.143 -4.507  0.51
H -0.547 -1.242 -2.652  0.27

Output
spin multiplicity = 1
charge = +3
E = -3043.998022 hartree
maximum force = 0.609 eV/Å

[4]
Entry from OMol25: a molecular structure, C51H45BCoF3NO2P2 (the ωB97M-V functional and the def2-TZVPD basis).

Each line ends with the Löwdin spin population.
Cartesian coordinates (Å):
Co -0.201 0.639 0.210  2.42
C 1.583 0.764 3.125  0.08
N 2.669 -0.090 2.724  0.45
C 3.170 -0.186 1.341  0.05
P 2.107 0.266 -0.133  0.06
C 2.962 -0.760 -1.367  0.01
C 2.297 -1.875 -1.871  0.00
C 2.910 -2.681 -2.822  0.00
C 4.184 -2.370 -3.271  0.00
C 4.857 -1.265 -2.761  0.00
C 4.251 -0.458 -1.812  0.00
C 2.730 1.937 -0.509  0.01
C 3.301 2.779 0.436  0.00
C 3.650 4.080 0.098  0.00
C 3.431 4.542 -1.189  0.00
C 2.861 3.702 -2.140  0.00
C 2.506 2.409 -1.802  0.00
C 3.587 -0.485 3.703  0.04
C 3.878 0.358 4.788  0.08
C 4.820 -0.036 5.715  0.00
C 5.458 -1.268 5.589  0.10
C 5.156 -2.113 4.522  0.00
C 4.234 -1.726 3.575  0.07
P -0.133 0.248 2.479  0.10
C -1.171 1.308 3.512  0.01
C -1.899 2.339 2.922  0.01
C -2.724 3.134 3.708  0.00
C -2.823 2.901 5.071  0.00
C -2.095 1.873 5.663  0.00
C -1.273 1.076 4.888  0.00
C -0.458 -1.403 3.154  0.02
C -1.793 -1.809 3.078  0.01
C -2.157 -3.083 3.473  0.00
C -1.198 -3.969 3.950  0.01
C 0.126 -3.572 4.037  0.00
C 0.498 -2.295 3.636  0.01
H 1.694 1.782 2.736  0.02
H 1.530 0.777 4.209  0.00
H 3.463 -1.223 1.175  0.01
H 4.088 0.404 1.278  0.02
H 1.293 -2.103 -1.529  0.00
H 2.389 -3.543 -3.216  0.00
H 4.655 -2.985 -4.027  0.00
H 5.853 -1.026 -3.111  0.00
H 4.773 0.413 -1.434  0.00
H 3.470 2.442 1.455  0.00
H 4.090 4.734 0.840  0.00
H 3.702 5.556 -1.453  0.00
H 2.685 4.062 -3.146  0.00
H 2.037 1.766 -2.539  0.00
H 3.406 1.327 4.876  0.00
H 5.065 0.623 6.536  0.00
H 6.197 -1.568 6.320  0.00
H 5.637 -3.078 4.437  0.00
H 3.985 -2.390 2.757  0.00
H -1.823 2.517 1.856  0.00
H -3.291 3.933 3.249  0.00
H -3.473 3.516 5.680  0.00
H -2.179 1.688 6.726  0.00
H -0.724 0.261 5.347  0.00
H -2.546 -1.124 2.704  0.00
H -3.193 -3.389 3.404  0.00
H -1.486 -4.967 4.255  0.00
H 0.873 -4.255 4.422  0.00
H 1.533 -2.006 3.723  0.00
F -1.692 9.911 -0.933  0.00
C -0.436 9.435 -0.899  0.00
F 0.129 9.762 -2.075  0.00
F 0.217 10.111 0.056  0.00
C -0.409 7.951 -0.673  0.00
C -0.955 7.121 -1.644  0.00
C -0.925 5.749 -1.476  0.01
C -0.352 5.189 -0.330  0.01
C 0.174 6.037 0.647  0.01
C 0.147 7.412 0.477  0.00
C -0.300 3.764 -0.158  0.07
C -0.259 2.557 -0.018  0.06
H -1.404 7.554 -2.529  0.00
H -1.340 5.094 -2.230  0.00
H 0.606 5.605 1.541  0.00
H 0.553 8.068 1.235  0.00
C -8.715 0.789 0.836  0.00
C -7.941 0.924 -0.483  0.00
C -8.699 0.189 -1.598  0.00
C -7.873 2.408 -0.845  0.00
C -6.550 0.304 -0.335  0.00
C -6.436 -1.032 0.064  0.00
C -5.212 -1.678 0.204  0.00
C -4.086 -0.936 -0.072  0.01
O -2.757 -1.300 -0.001  0.03
B -2.013 -0.167 -0.353  0.14
O -2.909 0.876 -0.675  0.03
C -4.177 0.375 -0.476  0.01
C -5.385 1.024 -0.614  0.00
H -9.710 1.229 0.729  0.00
H -8.196 1.311 1.643  0.00
H -8.842 -0.253 1.130  0.00
H -9.689 0.631 -1.738  0.00
H -8.832 -0.868 -1.360  0.00
H -8.155 0.257 -2.543  0.00
H -8.885 2.807 -0.926  0.00
H -7.377 2.567 -1.806  0.00
H -7.347 2.982 -0.079  0.00
H -7.336 -1.599 0.270  0.00
H -5.147 -2.713 0.515  0.00
H -5.401 2.060 -0.923  0.00

Output
spin multiplicity = 5
charge = +1
relative energy (zero: lowest compared OMol25 entry of this formula, charge and spin) = 12.2 kcal per mole
maximum force = 1.055 eV/Å

Q: charge of number 2 (C51H44N2O2P2SiTl)?
A: -1

Q: What is the formula in the first record?
A: C51H43Br2N7OP2Pt